[1]
Below is a 2-piece molecular cluster, C6H5Br2PS overall in a non-equilibrium geometry, with properties calculated with ωB97M-V/def2-TZVPD.

The geometry in XYZ format:
```
15
Properties=species:S:1:pos:R:3:mulliken_charge:R:1
C 0.0139 1.2721 -1.8272 -0.228
C 1.3072 0.8181 -1.6213 -0.456
C -0.9418 1.1742 -0.8319 -0.585
C 1.6819 0.3227 -0.4055 -0.408
C -0.5081 0.7537 0.4467 -0.597
C 0.7655 0.1948 0.6491 0.048
P -1.5031 -2.2831 1.4014 0.268
S 1.0471 -0.6415 2.2215 -0.074
Br -2.6380 -2.0495 3.2564 -0.140
Br -0.6848 -4.2801 1.5581 -0.147
H -0.4841 1.6908 -2.6739 0.347
H 2.1562 0.8228 -2.2768 0.331
H -1.8352 1.5399 -1.0750 0.522
H 2.6287 -0.0014 -0.2161 0.521
H -1.0052 0.6664 1.3946 0.597
```

Computed properties:
LUMO energy (alpha / beta) (eV): 0.42 / -2.64
HOMO-LUMO gap (alpha / beta) (eV): 8.098 / 6.513
Multiplicity: 3
F_max (eV/A): 5.33
DFT total energy (hartree): -6119.1397

[2]
Below is C6H5BrI2Si as an isolated structure in a non-equilibrium geometry, with properties calculated with ωB97M-V/def2-TZVPD.

The geometry in XYZ format:
```
15
Properties=species:S:1:pos:R:3:mulliken_charge:R:1
C 0.4984 -0.6241 0.4452 -0.286
C -0.8589 -0.9125 0.2400 -0.535
C 1.0763 0.5779 0.0984 -0.437
C -1.6612 -0.0018 -0.4441 -0.578
C 0.3640 1.4587 -0.6192 -0.491
C -0.9979 1.2142 -0.8202 0.770
Si -2.0956 2.3613 -1.7336 0.434
Br -2.1900 2.1685 -3.9139 -0.165
I -0.9313 5.2122 -1.1795 -0.286
I -4.5178 2.3509 -0.9721 -0.074
H 1.2144 -1.3369 0.9338 0.288
H -1.2677 -1.9340 0.5785 0.266
H 2.1060 0.9478 0.2773 0.311
H -2.6469 -0.2048 -0.5179 0.382
H 0.7650 2.3240 -0.9104 0.402
```

Computed properties:
LUMO energy (eV): -1.47
HOMO-LUMO gap (eV): 7.559
Multiplicity: 1
F_max (eV/A): 5.22
DFT total energy (hartree): -3690.5936

[3]
Below is one molecule with the formula C6H5BrN2S in a non-equilibrium geometry, with properties calculated with ωB97M-V/def2-TZVPD.

The geometry in XYZ format:
```
15
Properties=species:S:1:pos:R:3:mulliken_charge:R:1
C 1.5767 -0.2012 1.3434 -0.927
C 0.6090 0.8995 1.4670 -0.072
C 1.3331 -1.0401 0.3123 -0.110
C -1.3492 0.2262 -1.7156 0.064
C -0.5349 0.9012 0.7419 -0.166
C -0.9465 -0.1690 -0.2516 0.136
N -0.7082 -0.3838 -2.6393 -0.458
N 0.2343 -1.0231 -0.4435 -0.186
S 0.3913 -1.4760 -2.2022 0.055
Br -1.8719 2.3200 0.7695 -0.186
H 2.3719 -0.1897 1.9516 0.474
H 0.6116 1.7654 2.0565 0.419
H 2.1124 -1.6742 0.1541 0.408
H -2.1465 0.9664 -1.7720 0.353
H -1.6830 -0.9217 0.2280 0.196
```

Computed properties:
SMILES: BrC1=CC=CN2SN=C[C@H]12
Energy relative to the best compared isomer or geometry (same formula, charge and spin) (eV): 0.583
LUMO energy (eV): 0.51
HOMO-LUMO gap (eV): 8.199
Multiplicity: 1
F_max (eV/A): 4.89
DFT total energy (hartree): -3313.2442

[4]
Below is a 2-piece molecular cluster, C6H5Cl2N3O4 overall in a non-equilibrium geometry, with properties calculated with ωB97M-V/def2-TZVPD.

The geometry in XYZ format:
```
20
Properties=species:S:1:pos:R:3:mulliken_charge:R:1
C -2.9323 -0.2087 -0.0396 -0.510
C -1.5550 -0.3761 -0.1069 0.808
C -3.4128 1.1466 0.1056 0.447
C -0.9803 -1.7903 -0.2218 0.481
C -1.2478 1.9500 0.1226 -0.324
C 0.7190 0.4664 -0.0512 -1.163
N -2.5834 2.1306 0.1385 -0.365
N -3.7256 -1.3697 -0.1403 1.041
N -0.7144 0.6464 -0.0478 0.345
O -0.5719 -2.3992 0.7234 -0.518
O -4.9312 -1.2927 -0.0910 -0.621
O -0.7858 -2.1036 -1.5001 -0.425
O -3.1079 -2.4232 -0.2878 -0.651
Cl -5.0593 1.5120 0.1890 -0.115
Cl -0.3889 3.1876 -0.7247 -0.116
H -0.6830 2.3125 1.9683 0.121
H 1.0732 0.2744 -1.0655 0.328
H 1.1781 1.3854 0.3195 0.486
H 0.9941 -0.3673 0.5938 0.368
H -0.4985 -3.0262 -1.5864 0.383
```

Computed properties:
Energy relative to the best compared isomer or geometry (same formula, charge and spin) (eV): 2.119
LUMO energy (alpha / beta) (eV): -1.15 / -1.15
HOMO-LUMO gap (alpha / beta) (eV): 7.303 / 7.313
Multiplicity: 1
F_max (eV/A): 3.56
DFT total energy (hartree): -1617.0389

[5]
Below is a 2-piece molecular cluster, C6H5Cl3NO2 overall in a non-equilibrium geometry, with properties calculated with ωB97M-V/def2-TZVPD.

The geometry in XYZ format:
```
17
Properties=species:S:1:pos:R:3:mulliken_charge:R:1
C -0.6788 1.8414 0.5811 -0.753
C 3.2683 0.1902 0.8219 0.556
C -0.5340 0.3283 0.4742 0.457
C 2.7608 -0.7895 0.3909 -0.163
C -1.0849 2.5862 -0.4339 0.315
C -1.1254 -0.4429 -0.4647 0.409
N -0.9973 -1.9230 -0.3517 -0.139
O -1.4052 3.2167 -1.3487 -0.290
O -1.7699 -0.1583 -1.5972 -0.439
Cl 3.7306 1.6521 1.4808 -0.107
Cl 0.0427 -0.4434 1.8475 -0.143
Cl 2.0754 -2.0805 -0.3815 -0.223
H -0.0881 2.2849 1.4107 0.395
H -1.3894 -2.6433 -0.9457 0.461
H -1.1843 -2.1818 0.6476 0.408
H 0.0709 -2.1866 -0.5170 0.060
H -1.6916 0.7499 -1.6144 0.196
```

Computed properties:
Energy relative to the best compared isomer or geometry (same formula, charge and spin) (eV): 1.052
LUMO energy (eV): -3.52
HOMO-LUMO gap (eV): 9.104
Multiplicity: 1
F_max (eV/A): 3.75
Charge: +1
DFT total energy (hartree): -1817.0103

[6]
Below is one molecule with the formula C6H5ClINO in a non-equilibrium geometry, with properties calculated with ωB97M-V/def2-TZVPD.

The geometry in XYZ format:
```
15
Properties=species:S:1:pos:R:3:mulliken_charge:R:1
C 0.1648 2.0511 0.6273 -0.525
C -1.2438 2.1646 0.4192 0.085
C 0.9335 0.9386 0.6461 0.450
C -1.9025 -0.0062 0.6974 -0.565
C 0.4558 -0.4382 0.5536 -0.272
C -0.8174 -0.6297 -0.1393 -0.603
N -2.1346 2.5728 -0.2186 0.511
O -3.1900 2.6168 -0.7090 -0.630
Cl 2.6755 1.2004 0.6424 -0.203
I -3.8250 -0.1618 -0.0034 0.165
H 0.6921 2.9961 0.6618 0.390
H 1.2985 -0.7770 -0.0008 0.284
H 0.3226 -1.1089 1.5190 0.241
H -1.2655 -1.7521 -0.2651 0.355
H -0.8323 -0.1795 -1.1743 0.316
```

Computed properties:
Energy relative to the best compared isomer or geometry (same formula, charge and spin) (eV): 3.683
LUMO energy (alpha / beta) (eV): -0.76 / -0.76
HOMO-LUMO gap (alpha / beta) (eV): 7.302 / 7.303
Multiplicity: 1
F_max (eV/A): 4.45
DFT total energy (hartree): -1119.2407

[7]
Below is a 2-piece molecular cluster, C6H5ClN2 overall in a non-equilibrium geometry, with properties calculated with ωB97M-V/def2-TZVPD.

The geometry in XYZ format:
```
14
Properties=species:S:1:pos:R:3:mulliken_charge:R:1
C 1.4291 0.4551 1.7857 0.212
C -1.2488 -0.6882 -0.3501 -0.286
C -0.6501 -0.0371 0.6926 -0.485
C 0.8721 -1.4155 -1.1530 -0.004
C -0.4838 -1.2064 -1.3969 -0.461
C 0.7155 -0.1712 0.7009 0.427
N 1.9614 0.8262 2.7320 -0.437
N 1.4381 -0.9453 -0.1027 -0.514
Cl -1.0832 3.7910 0.1756 -0.254
H -2.3464 -0.6429 -0.4459 0.336
H -1.2309 0.4265 1.3797 0.540
H 1.4490 -2.0030 -1.9671 0.288
H 0.1174 3.2341 0.2092 0.253
H -0.9394 -1.6233 -2.2599 0.386
```

Computed properties:
SMILES: N#Cc1ccccn1.Cl
Energy relative to the best compared isomer or geometry (same formula, charge and spin) (eV): 0.087
LUMO energy (eV): -0.17
HOMO-LUMO gap (eV): 10.088
Multiplicity: 1
F_max (eV/A): 3.63
DFT total energy (hartree): -801.3072

[8]
Below is one molecule with the formula C6H5ClO in a non-equilibrium geometry, with properties calculated with ωB97M-V/def2-TZVPD.

The geometry in XYZ format:
```
13
Properties=species:S:1:pos:R:3:mulliken_charge:R:1
C 1.8295 -0.0294 0.1104 0.255
C 1.6228 1.2984 0.0094 -0.559
C 0.1697 1.4053 -0.0549 -0.555
C -0.3068 0.2151 0.2459 0.547
C -1.6393 -0.3316 -0.0819 -0.184
C -1.7757 -1.6253 -0.0466 -0.788
H 2.4061 2.0034 -0.1849 0.411
H -0.3610 2.2283 -0.0662 0.531
H -2.3275 0.6467 0.0523 0.179
H -0.8363 -2.3228 -0.0976 0.233
H -2.7580 -1.8185 -0.0794 0.395
O 0.6788 -0.7268 0.2156 -0.289
Cl 3.2977 -0.9428 -0.0221 -0.176
```

Computed properties:
SMILES: C=Cc1ccc(Cl)o1
Energy relative to the best compared isomer or geometry (same formula, charge and spin) (eV): 2.513
LUMO energy (eV): 0.82
HOMO-LUMO gap (eV): 9.283
Multiplicity: 1
F_max (eV/A): 5.81
DFT total energy (hartree): -766.9566

Copy entry 1 word for word.
Below is a 2-piece molecular cluster, C6H5Br2PS overall in a non-equilibrium geometry, with properties calculated with ωB97M-V/def2-TZVPD.

The geometry in XYZ format:
```
15
Properties=species:S:1:pos:R:3:mulliken_charge:R:1
C 0.0139 1.2721 -1.8272 -0.228
C 1.3072 0.8181 -1.6213 -0.456
C -0.9418 1.1742 -0.8319 -0.585
C 1.6819 0.3227 -0.4055 -0.408
C -0.5081 0.7537 0.4467 -0.597
C 0.7655 0.1948 0.6491 0.048
P -1.5031 -2.2831 1.4014 0.268
S 1.0471 -0.6415 2.2215 -0.074
Br -2.6380 -2.0495 3.2564 -0.140
Br -0.6848 -4.2801 1.5581 -0.147
H -0.4841 1.6908 -2.6739 0.347
H 2.1562 0.8228 -2.2768 0.331
H -1.8352 1.5399 -1.0750 0.522
H 2.6287 -0.0014 -0.2161 0.521
H -1.0052 0.6664 1.3946 0.597
```

Computed properties:
LUMO energy (alpha / beta) (eV): 0.42 / -2.64
HOMO-LUMO gap (alpha / beta) (eV): 8.098 / 6.513
Multiplicity: 3
F_max (eV/A): 5.33
DFT total energy (hartree): -6119.1397

Please write out number 8 again, unchanged.
Below is one molecule with the formula C6H5ClO in a non-equilibrium geometry, with properties calculated with ωB97M-V/def2-TZVPD.

The geometry in XYZ format:
```
13
Properties=species:S:1:pos:R:3:mulliken_charge:R:1
C 1.8295 -0.0294 0.1104 0.255
C 1.6228 1.2984 0.0094 -0.559
C 0.1697 1.4053 -0.0549 -0.555
C -0.3068 0.2151 0.2459 0.547
C -1.6393 -0.3316 -0.0819 -0.184
C -1.7757 -1.6253 -0.0466 -0.788
H 2.4061 2.0034 -0.1849 0.411
H -0.3610 2.2283 -0.0662 0.531
H -2.3275 0.6467 0.0523 0.179
H -0.8363 -2.3228 -0.0976 0.233
H -2.7580 -1.8185 -0.0794 0.395
O 0.6788 -0.7268 0.2156 -0.289
Cl 3.2977 -0.9428 -0.0221 -0.176
```

Computed properties:
SMILES: C=Cc1ccc(Cl)o1
Energy relative to the best compared isomer or geometry (same formula, charge and spin) (eV): 2.513
LUMO energy (eV): 0.82
HOMO-LUMO gap (eV): 9.283
Multiplicity: 1
F_max (eV/A): 5.81
DFT total energy (hartree): -766.9566

Copy entry 7 word for word.
Below is a 2-piece molecular cluster, C6H5ClN2 overall in a non-equilibrium geometry, with properties calculated with ωB97M-V/def2-TZVPD.

The geometry in XYZ format:
```
14
Properties=species:S:1:pos:R:3:mulliken_charge:R:1
C 1.4291 0.4551 1.7857 0.212
C -1.2488 -0.6882 -0.3501 -0.286
C -0.6501 -0.0371 0.6926 -0.485
C 0.8721 -1.4155 -1.1530 -0.004
C -0.4838 -1.2064 -1.3969 -0.461
C 0.7155 -0.1712 0.7009 0.427
N 1.9614 0.8262 2.7320 -0.437
N 1.4381 -0.9453 -0.1027 -0.514
Cl -1.0832 3.7910 0.1756 -0.254
H -2.3464 -0.6429 -0.4459 0.336
H -1.2309 0.4265 1.3797 0.540
H 1.4490 -2.0030 -1.9671 0.288
H 0.1174 3.2341 0.2092 0.253
H -0.9394 -1.6233 -2.2599 0.386
```

Computed properties:
SMILES: N#Cc1ccccn1.Cl
Energy relative to the best compared isomer or geometry (same formula, charge and spin) (eV): 0.087
LUMO energy (eV): -0.17
HOMO-LUMO gap (eV): 10.088
Multiplicity: 1
F_max (eV/A): 3.63
DFT total energy (hartree): -801.3072

What did the second record say?
Below is C6H5BrI2Si as an isolated structure in a non-equilibrium geometry, with properties calculated with ωB97M-V/def2-TZVPD.

The geometry in XYZ format:
```
15
Properties=species:S:1:pos:R:3:mulliken_charge:R:1
C 0.4984 -0.6241 0.4452 -0.286
C -0.8589 -0.9125 0.2400 -0.535
C 1.0763 0.5779 0.0984 -0.437
C -1.6612 -0.0018 -0.4441 -0.578
C 0.3640 1.4587 -0.6192 -0.491
C -0.9979 1.2142 -0.8202 0.770
Si -2.0956 2.3613 -1.7336 0.434
Br -2.1900 2.1685 -3.9139 -0.165
I -0.9313 5.2122 -1.1795 -0.286
I -4.5178 2.3509 -0.9721 -0.074
H 1.2144 -1.3369 0.9338 0.288
H -1.2677 -1.9340 0.5785 0.266
H 2.1060 0.9478 0.2773 0.311
H -2.6469 -0.2048 -0.5179 0.382
H 0.7650 2.3240 -0.9104 0.402
```

Computed properties:
LUMO energy (eV): -1.47
HOMO-LUMO gap (eV): 7.559
Multiplicity: 1
F_max (eV/A): 5.22
DFT total energy (hartree): -3690.5936